Formula: C22H23O3PPdS6
Source: the OMol25 dataset
Level of theory: ωB97M-V/def2-TZVPD

Cartesian coordinates (Å):
1 Pd 0.7662 -0.3173 0.4452
2 O -1.3173 1.7005 0.5280
3 C -1.3780 0.6064 -0.0495
4 O -0.7561 0.2571 -1.0941
5 C -2.2850 -0.4651 0.6052
6 P -1.0603 -1.5793 1.4158
7 C -1.9817 -2.2266 2.8490
8 C -1.5111 -1.9723 4.1334
9 C -2.2112 -2.4396 5.2364
10 C -3.3812 -3.1597 5.0531
11 C -3.8565 -3.4061 3.7708
12 C -3.1592 -2.9451 2.6675
13 C -0.9050 -3.0365 0.3208
14 C -0.8624 -2.8869 -1.0661
15 C -0.5952 -3.9824 -1.8738
16 C -0.3178 -5.2200 -1.3106
17 C -0.3338 -5.3665 0.0679
18 C -0.6335 -4.2844 0.8804
19 H -2.8966 -0.9915 -0.1264
20 H -2.9086 0.0094 1.3598
21 H -0.5958 -1.4069 4.2600
22 H -1.8446 -2.2396 6.2344
23 H -3.9246 -3.5342 5.9103
24 H -4.7766 -3.9581 3.6318
25 H -3.5252 -3.1414 1.6670
26 H -1.0468 -1.9199 -1.5180
27 H -0.5998 -3.8660 -2.9501
28 H -0.0854 -6.0651 -1.9451
29 H -0.1110 -6.3272 0.5149
30 H -0.6499 -4.4060 1.9574
31 C 3.3044 -4.9447 1.1919
32 S 3.2856 -5.0909 -0.6089
33 C 2.9237 -3.4964 -1.2324
34 C 2.5990 -2.3173 -0.6486
35 S 2.4157 -1.8820 1.0192
36 S 2.3282 -0.9679 -1.7564
37 C 2.5892 -1.8227 -3.2473
38 S 2.4721 -1.1475 -4.7253
39 S 2.9719 -3.5019 -2.9833
40 H 3.6979 -5.8987 1.5371
41 H 2.2965 -4.7853 1.5615
42 H 3.9602 -4.1334 1.4926
43 O 1.7499 1.7595 0.2840
44 S 1.0581 3.1083 0.2545
45 C 2.5596 4.1834 0.3801
46 C 2.9632 4.1186 1.8409
47 C 1.6724 4.3813 2.6067
48 C 0.6258 3.4491 2.0094
49 H 2.2910 5.1947 0.0688
50 H 3.2981 3.7633 -0.2990
51 H 3.7509 4.8305 2.0936
52 H 3.3287 3.1136 2.0627
53 H 1.3681 5.4203 2.4593
54 H 1.7883 4.2138 3.6783
55 H -0.3815 3.8558 2.0152
56 H 0.6200 2.4641 2.4746

Cartesian forces (eV/Å) of the 3 atoms listed first:
Pd 0.17 -1.06 0.83
O -0.02 0.11 0.16
C -1.39 0.88 0.22

Output
electronic energy: -107108.656 eV
maximum force: 2.011 eV Å⁻¹
orbital gap (alpha / beta): 5.301 / 5.661 eV
E_LUMO (alpha / beta): -0.07326 / -0.06049 Ha